# 1
Molecular formula: C26H27FO10S
Method: DFT, the ωB97M-V functional and the def2-TZVPD basis

Its SMILES is CCCCCC[C@H](OC=O)S(=O)(=O)F.O=C1C=CC(=O)C=C1.O=C1C=CC(=O)C=C1.O=C1C=CC(=O)C=C1. The calculation puts the orbital gap at 8.4517 eV. Its strongest force on any atom is 0.193 hartree/bohr. The calculation puts the HOMO energy at -10.4 eV.

CARTESIAN COORDINATES (ANGSTROEM)
C (1.780, -0.132, 0.448)
C (1.581, -1.056, -0.891)
C (1.449, -2.665, -0.622)
C (0.713, -3.088, 0.779)
C (-0.956, -3.118, 0.665)
C (-1.596, -1.609, 0.641)
C (-3.236, -1.576, 0.848)
O (-3.917, -2.830, 0.490)
C (-3.949, -3.056, -0.964)
O (-4.651, -4.134, -1.410)
S (-3.923, -0.034, 0.036)
O (-5.453, 0.181, 0.355)
O (-3.203, 1.186, 0.729)
F (-3.584, 0.116, -1.641)
H (2.799, -0.287, 1.008)
H (1.698, 1.003, 0.096)
H (0.911, -0.278, 1.250)
H (2.569, -0.908, -1.544)
H (0.672, -0.728, -1.578)
H (2.490, -3.229, -0.745)
H (0.766, -3.096, -1.501)
H (1.010, -4.227, 0.977)
H (1.065, -2.501, 1.729)
H (-1.269, -3.742, -0.298)
H (-1.442, -3.684, 1.597)
H (-1.139, -1.040, 1.586)
H (-1.297, -0.966, -0.291)
H (-3.400, -1.434, 2.022)
H (-3.386, -2.433, -1.781)
C (-0.374, 3.173, -2.128)
C (-0.751, 4.299, -2.741)
C (0.244, 5.282, -3.215)
O (-0.100, 6.314, -3.775)
C (1.669, 4.972, -2.985)
C (2.045, 3.846, -2.372)
C (1.051, 2.863, -1.898)
O (1.394, 1.831, -1.339)
H (-1.091, 2.441, -1.774)
H (-1.792, 4.541, -2.918)
H (2.385, 5.704, -3.339)
H (3.086, 3.604, -2.195)
C (4.715, -0.259, -3.678)
C (5.330, -1.431, -3.862)
C (6.708, -1.656, -3.384)
O (7.273, -2.728, -3.554)
C (7.380, -0.537, -2.694)
C (6.765, 0.635, -2.510)
C (5.386, 0.860, -2.988)
O (4.821, 1.932, -2.818)
H (3.704, -0.077, -4.022)
H (4.851, -2.262, -4.365)
H (8.390, -0.719, -2.349)
H (7.244, 1.466, -2.006)
C (-5.832, 0.527, 5.220)
C (-4.968, 0.122, 4.283)
C (-3.525, 0.006, 4.571)
O (-2.734, -0.362, 3.714)
C (-3.074, 0.352, 5.933)
C (-3.937, 0.757, 6.870)
C (-5.380, 0.873, 6.582)
O (-6.172, 1.241, 7.439)
H (-6.894, 0.618, 5.025)
H (-5.284, -0.136, 3.279)
H (-2.012, 0.261, 6.128)
H (-3.622, 1.015, 7.873)

Löwdin atomic charge list, values in e, 4 entries:
1. C -0.138
2. C -0.252
3. C -0.220
4. C -0.207



# 2
Molecular formula: C46H60N5O29PY
Method: DFT, the ωB97M-V functional and the def2-TZVPD basis

The charge is +1. The calculation puts the orbital gap at 7.2919 eV. Its strongest force on any atom is 0.096 hartree/bohr. The calculation puts the HOMO energy at -10.9 eV.

CARTESIAN COORDINATES (ANGSTROEM)
C (5.000, 1.950, -1.081)
C (4.151, 0.733, -1.450)
C (4.963, -0.455, -1.901)
O (4.055, -1.634, -2.103)
C (4.789, -2.717, -2.653)
N (3.251, 0.228, -0.261)
H (2.343, -0.090, -0.570)
H (3.689, -0.548, 0.214)
H (3.052, 0.919, 0.449)
H (4.414, 2.710, -0.565)
H (5.604, 2.305, -1.916)
H (5.734, 1.724, -0.308)
H (3.351, 1.042, -2.122)
H (5.841, -0.623, -1.278)
H (5.459, -0.077, -2.795)
H (4.251, -3.661, -2.563)
H (5.729, -2.790, -2.107)
H (4.799, -2.641, -3.740)
Y (-2.251, -1.186, 1.932)
P (-0.509, -0.274, 0.205)
O (-1.939, -0.340, -0.253)
O (-0.449, -1.738, 0.794)
O (-0.625, 0.253, 1.676)
O (0.586, 0.099, -0.724)
C (-0.324, -3.155, 3.937)
O (-1.183, -2.267, 3.698)
N (0.914, -2.868, 4.211)
C (1.844, -3.883, 4.705)
C (1.463, -1.528, 4.107)
H (-0.552, -4.222, 4.080)
H (2.318, -3.621, 5.651)
H (2.706, -4.077, 4.065)
H (1.384, -4.872, 4.715)
H (2.370, -1.616, 3.509)
H (0.771, -0.848, 3.610)
H (1.608, -1.192, 5.134)
C (-2.420, 1.120, 4.613)
O (-2.312, 0.232, 3.789)
N (-1.631, 1.403, 5.639)
C (-1.901, 2.396, 6.654)
C (-0.484, 0.479, 5.913)
H (-3.101, 1.981, 4.520)
H (-1.593, 2.269, 7.692)
H (-2.948, 2.691, 6.725)
H (-1.271, 3.256, 6.427)
H (-0.216, 0.082, 4.934)
H (0.328, 1.086, 6.314)
H (-0.709, -0.293, 6.649)
C (-4.307, 1.526, 0.930)
O (-3.849, 0.573, 1.542)
N (-5.093, 1.541, -0.194)
C (-5.594, 2.788, -0.823)
C (-5.496, 0.274, -0.786)
H (-3.997, 2.528, 1.264)
H (-6.612, 2.628, -1.180)
H (-5.085, 2.998, -1.764)
H (-5.617, 3.761, -0.330)
H (-5.339, 0.153, -1.858)
H (-4.956, -0.570, -0.357)
H (-6.525, 0.042, -0.513)
C (-2.918, -3.071, -0.870)
O (-3.017, -2.876, 0.351)
N (-3.958, -3.465, -1.681)
C (-5.284, -3.609, -1.069)
C (-3.817, -3.475, -3.102)
H (-1.979, -2.915, -1.423)
H (-5.680, -2.601, -1.192)
H (-5.314, -3.820, 0.001)
H (-6.047, -4.258, -1.499)
H (-2.862, -3.148, -3.514)
H (-3.959, -4.444, -3.579)
H (-4.477, -2.775, -3.616)
C (2.719, 4.907, 2.940)
C (1.692, 5.329, 3.717)
C (0.438, 4.512, 3.896)
O (-0.534, 4.936, 4.438)
C (0.505, 3.208, 3.303)
C (1.571, 2.771, 2.582)
C (2.737, 3.591, 2.301)
O (3.691, 3.396, 1.609)
O (1.641, 1.581, 2.048)
O (1.756, 6.419, 4.505)
H (3.659, 5.438, 2.950)
H (-0.312, 2.506, 3.364)
H (0.762, 1.196, 2.034)
H (1.108, 6.357, 5.210)
C (1.379, -2.670, -5.535)
C (0.988, -3.704, -4.740)
C (0.531, -3.575, -3.320)
O (0.123, -4.466, -2.621)
C (0.525, -2.219, -2.878)
C (0.876, -1.199, -3.608)
C (1.413, -1.328, -5.012)
O (1.878, -0.356, -5.624)
O (0.717, 0.066, -3.200)
O (0.918, -4.980, -5.145)
H (1.692, -2.794, -6.561)
H (0.341, -2.000, -1.836)
H (0.477, 0.124, -2.272)
H (1.210, -5.044, -6.057)
C (2.400, -3.225, 0.747)
C (1.636, -4.254, 0.570)
C (2.118, -5.594, 0.250)
O (1.407, -6.563, 0.103)
C (3.581, -5.643, 0.026)
C (4.406, -4.618, 0.349)
C (3.873, -3.292, 0.810)
O (4.568, -2.340, 1.134)
O (5.738, -4.622, -0.004)
O (0.348, -4.088, 0.941)
H (2.019, -2.263, 1.056)
H (3.997, -6.543, -0.402)
H (6.018, -5.524, -0.175)
H (0.131, -3.155, 1.000)
C (0.320, 5.871, -0.522)
C (-0.904, 5.601, 0.072)
C (-1.493, 4.232, 0.148)
O (-2.634, 4.102, 0.591)
C (-0.544, 3.168, -0.309)
C (0.655, 3.479, -0.871)
C (1.180, 4.869, -1.112)
O (2.219, 5.179, -1.776)
O (1.397, 2.479, -1.455)
O (-1.680, 6.622, 0.524)
H (0.629, 6.885, -0.728)
H (-0.756, 2.110, -0.250)
H (0.889, 1.673, -1.339)
H (-2.560, 6.240, 0.511)
C (-2.098, 1.377, -5.680)
C (-1.912, 2.629, -5.239)
C (-2.195, 3.014, -3.827)
O (-2.420, 4.195, -3.425)
C (-2.414, 1.860, -2.987)
C (-2.626, 0.585, -3.422)
C (-2.492, 0.237, -4.828)
O (-2.641, -0.889, -5.270)
O (-2.989, -0.412, -2.601)
O (-1.579, 3.692, -6.060)
H (-2.054, 1.115, -6.727)
H (-2.520, 2.045, -1.928)
H (-2.674, -0.281, -1.703)
H (-1.418, 4.514, -5.590)

Löwdin atomic charge list, values in e, 4 entries:
1. C -0.021
2. C -0.257
3. C -0.137
4. O -0.185



# 3
Molecular formula: C36H37CrO3P2S2
Method: DFT, the ωB97M-V functional and the def2-TZVPD basis

For the energy above the lowest of the compared OMol25 structures with the same formula, charge and spin, the calculation gives 69.4 kJ/mol. Its spin multiplicity is 5. The charge is +1. The calculation puts the orbital gap (alpha / beta) at 6.5310 / 6.6650 eV. Its strongest force on any atom is 0.044 hartree/bohr. The calculation puts the HOMO energy (alpha / beta) at -10.1 / -10.4 eV.

CARTESIAN COORDINATES (ANGSTROEM)
Cr (-2.876, 0.045, -0.572)
C (0.644, 0.890, 0.206)
P (-0.533, -0.051, -0.867)
C (-0.250, 0.675, -2.506)
C (-1.188, 1.587, -2.983)
C (-0.970, 2.244, -4.181)
C (0.180, 1.990, -4.912)
C (1.100, 1.061, -4.455)
C (0.892, 0.406, -3.255)
C (0.147, -1.737, -0.908)
C (0.178, -2.462, -2.098)
C (0.583, -3.784, -2.096)
C (0.943, -4.403, -0.911)
C (0.879, -3.699, 0.281)
C (0.475, -2.377, 0.286)
P (2.262, 1.428, -0.609)
C (3.196, 1.971, 0.876)
C (2.647, 2.420, 2.070)
C (3.474, 2.807, 3.113)
C (4.849, 2.761, 2.971)
C (5.403, 2.330, 1.776)
C (4.583, 1.952, 0.731)
C (3.145, -0.179, -0.753)
C (3.790, -0.477, -1.948)
C (4.467, -1.674, -2.100)
C (4.521, -2.573, -1.048)
C (3.934, -2.253, 0.166)
C (3.256, -1.058, 0.317)
H (0.815, 0.337, 1.134)
H (0.118, 1.825, 0.442)
H (-2.093, 1.778, -2.406)
H (-1.693, 2.956, -4.549)
H (0.361, 2.516, -5.836)
H (1.985, 0.847, -5.036)
H (1.606, -0.323, -2.904)
H (-0.135, -2.000, -3.024)
H (0.602, -4.336, -3.024)
H (1.263, -5.435, -0.916)
H (1.136, -4.186, 1.209)
H (0.399, -1.850, 1.227)
H (1.575, 2.472, 2.201)
H (3.039, 3.136, 4.046)
H (5.489, 3.057, 3.788)
H (6.475, 2.281, 1.662)
H (5.015, 1.630, -0.208)
H (3.769, 0.241, -2.758)
H (4.956, -1.901, -3.036)
H (5.041, -3.511, -1.165)
H (4.009, -2.932, 1.002)
H (2.832, -0.799, 1.276)
C (-2.977, 4.092, 0.924)
C (-2.711, 2.629, 1.146)
O (-2.986, 1.826, 0.216)
C (-2.204, 2.162, 2.422)
C (-2.243, 0.784, 2.696)
C (-1.885, 0.294, 3.932)
C (-1.486, 1.169, 4.933)
C (-1.418, 2.531, 4.673)
C (-1.760, 3.031, 3.433)
H (-3.596, 4.215, 0.037)
H (-2.034, 4.619, 0.763)
H (-3.477, 4.549, 1.775)
H (-2.596, 0.110, 1.917)
H (-1.927, -0.768, 4.120)
H (-1.225, 0.791, 5.908)
H (-1.098, 3.209, 5.446)
H (-1.682, 4.091, 3.245)
C (-2.870, -5.200, -0.798)
O (-2.894, -4.090, -1.681)
C (-2.974, -2.876, -1.196)
S (-3.096, -2.487, 0.430)
S (-2.972, -1.610, -2.333)
H (-3.024, -6.077, -1.421)
H (-3.661, -5.115, -0.049)
H (-1.901, -5.256, -0.297)
C (-6.077, -0.017, 0.352)
O (-5.075, 0.056, -0.660)
H (-6.369, -1.056, 0.540)
H (-6.954, 0.566, 0.056)
H (-5.652, 0.407, 1.261)
H (-5.473, -0.224, -1.497)

Löwdin atomic charge list, values in e, 4 entries:
1. Cr 0.291
2. C -0.465
3. P 0.953
4. C -0.390



Number 1: energy -2257.0154 Eh. Number 2: energy -4624.2780 Eh. Number 3: energy -4143.1430 Eh.